C4H15NO3 | ωB97M-V with the def2-TZVPD basis set

The energy relative to the best compared isomer or geometry (same formula, charge and spin) is 67.4 kcal/mol. Its orbital gap is 9.4 eV. As for the SMILES: CC[C@H](N)CO.O.O. The calculation puts the total energy at -441.774395 Eh. Its total charge is 0.

Last column: natural (NBO) charge in e.
CARTESIAN COORDINATES (ANGSTROEM)
C (1.61213, -2.21519, -1.39850)  -0.6030
C (1.44441, -0.82139, -0.76903)  -0.4249
C (-0.00434, -0.90256, -0.12818)  -0.0576
N (-0.60144, 0.38132, -0.31524)  -0.8683
C (0.14556, -1.29002, 1.48587)  -0.0456
O (-1.02568, -1.08919, 2.14044)  -0.7225
H (0.89461, -2.16393, -2.30967)  0.1991
H (1.18458, -2.91608, -0.77810)  0.1883
H (2.64700, -2.60187, -1.59962)  0.2094
H (1.33584, -0.15692, -1.70270)  0.1944
H (2.31323, -0.51757, -0.12510)  0.2151
H (-0.76107, -1.67741, -0.50467)  0.1741
H (-0.71682, 0.70563, -1.16579)  0.3624
H (-0.41270, 0.93264, 0.48903)  0.3670
H (0.84971, -0.47613, 1.88052)  0.1685
H (0.50088, -2.33972, 1.49162)  0.1651
H (-1.81556, -1.54593, 1.71725)  0.4773
O (-1.72752, 3.31948, -2.69228)  -0.9375
H (-0.92747, 2.96177, -2.64090)  0.4610
H (-1.87411, 3.85775, -3.45562)  0.4769
O (-1.09778, 2.99338, 3.84611)  -0.9407
H (-0.96041, 3.50051, 2.94959)  0.4688
H (-1.00304, 2.06143, 3.58497)  0.4727